1) ORCA calculation (ωB97M-V/def2-TZVPD) on C13H22FI2InOP2 as an isolated structure.

The geometry in XYZ format:
```
42
Properties=species:S:1:pos:R:3
I 0.40 -2.05 -5.17
I 2.78 -3.24 -1.30
In 0.51 -0.47 0.13
P 2.09 1.22 -1.19
C 2.97 0.62 -2.67
C 1.54 2.89 -1.67
H 2.41 3.56 -1.62
H 3.90 2.53 -0.33
H 0.76 3.27 -1.00
H 3.03 1.70 1.01
H 2.27 0.54 -3.51
H 1.15 2.86 -2.70
C 3.43 1.59 -0.01
H 3.79 1.30 -2.96
H 4.15 0.76 -0.03
H 3.37 -0.38 -2.47
P -1.51 -2.23 -0.09
C -1.39 -3.57 -1.32
C -1.49 -3.13 1.50
H -3.41 -0.73 0.27
H -3.86 -2.47 0.31
H -3.54 -1.64 -1.26
C -3.25 -1.71 -0.20
H -1.28 -2.44 2.34
H -2.48 -3.59 1.63
H -2.12 -4.37 -1.14
H -0.37 -3.98 -1.31
H -0.70 -3.90 1.46
H -1.57 -3.15 -2.32
C 0.25 -0.96 -2.09
O 0.11 -1.21 -3.28
F -1.87 3.44 4.69
C -1.43 2.67 3.64
C -2.11 1.47 3.42
C -1.63 0.64 2.34
C -0.52 1.07 1.65
C 0.09 2.30 1.83
C -0.36 3.14 2.89
H -2.94 1.17 4.03
H -2.17 -0.27 2.18
H 0.91 2.68 1.24
H 0.08 4.06 3.11
```

Results
Kohn-Sham gap (spin up / spin down) (eV): 4.3 / 4.3
Highest occupied orbital energy (spin up / spin down) (eV): -14.550 / -14.553
Charge: +2

---

2) ORCA calculation (ωB97M-V/def2-TZVPD) on C13H22FI2InOP2 as an isolated structure.

The geometry in XYZ format:
```
42
Properties=species:S:1:pos:R:3
I 4.48 1.64 -3.09
I 3.77 -2.30 -1.88
In 0.24 -0.50 -0.04
P 2.08 0.37 1.69
C 3.82 0.47 1.24
C 1.77 1.93 2.61
H 2.22 1.82 3.61
H 2.45 -0.39 3.96
H 0.69 2.13 2.71
H 1.01 -1.23 3.24
H 3.97 1.30 0.54
H 2.25 2.75 2.06
C 2.05 -0.88 3.05
H 4.47 0.62 2.12
H 2.69 -1.73 2.74
H 4.12 -0.45 0.71
P -0.60 -0.43 -2.60
C 0.56 -0.51 -3.97
C -1.60 -1.97 -2.79
H -2.41 1.20 -2.25
H -2.46 0.42 -3.88
H -1.24 1.71 -3.53
C -1.80 0.86 -3.11
H -2.17 -2.19 -1.87
H -2.30 -1.81 -3.64
H 0.05 -0.71 -4.94
H 1.30 -1.30 -3.78
H -0.91 -2.81 -3.01
H 1.10 0.44 -4.05
C 1.86 0.46 -1.27
O 2.73 1.02 -1.92
F -5.20 0.07 3.24
C -4.01 0.04 2.51
C -4.11 -0.16 1.15
C -2.94 -0.22 0.41
C -1.75 -0.10 1.11
C -1.66 0.16 2.48
C -2.84 0.21 3.18
H -5.08 -0.28 0.68
H -3.01 -0.36 -0.64
H -0.74 0.31 2.99
H -2.85 0.38 4.25
```

Results
Kohn-Sham gap (spin up / spin down) (eV): 5.9 / 4.9
Highest occupied orbital energy (spin up / spin down) (eV): -15.082 / -14.763
Charge: +2

---

List of relative energies, unit kcal/mol: 1) 7.7; 2) 0.0